Entry 1:
{
  "formula": "C4H12N2",
  "method": "ωB97M-V/def2-TZVPD",
  "e_above_lowest_kcal_mol": 113.99,
  "total_energy_ha": -268.93469,
  "homo_lumo_gap_ha": 0.2706,
  "species": ["C", "C", "C", "N", "C", "N", "H", "H", "H", "H", "H", "H", "H", "H", "H", "H", "H", "H"],
  "coordinates": [[0.9697, 0.7623, 1.7026], [-0.5513, 0.7026, 1.6733], [-1.1994, 1.9211, 1.0069], [-0.1509, -0.8287, -1.1596], [-0.0199, -1.4502, -2.3520], [1.2039, -2.2856, -2.5890], [1.3468, 0.0027, 2.3931], [1.3557, 0.5820, 0.7014], [1.3051, 1.7301, 2.0758], [-0.9722, 0.5776, 2.6808], [-0.8952, -0.1929, 1.1483], [-0.7772, 2.0423, 0.0165], [-2.2724, 1.7111, 0.9418], [-1.1783, 2.8350, 1.5959], [-0.0203, -0.6988, -3.1710], [-0.9349, -2.0718, -2.3998], [1.7923, -2.0644, -1.7938], [0.9986, -3.2744, -2.4712]],
  "atomic_forces_ev_per_a": [[-0.451, -0.228, 0.413], [-0.468, 0.165, 0.344], [-0.700, -0.817, 0.433], [-0.398, -0.065, -0.613], [1.765, -0.307, 0.570], [-0.588, 0.037, 0.274], [0.183, -0.013, -0.229], [0.211, 0.059, 0.006], [0.095, 0.068, -0.114], [0.253, 0.210, 0.003], [0.246, 0.092, -0.106], [-0.074, 0.338, -0.206], [0.052, 0.024, -0.440], [0.624, 0.126, 0.008], [-0.649, -0.032, 0.037], [-0.309, 0.271, -0.180], [0.312, 0.039, -0.008], [-0.103, 0.034, -0.192]],
  "lowdin_charge": [-0.13, -0.36, -0.13, 0.21, -0.46, -0.02, 0.07, 0.04, 0.07, 0.10, 0.06, 0.06, 0.06, 0.06, 0.13, 0.15, 0.04, 0.05]
}


Entry 2:
{
  "formula": "C29H22ClF5N2O2OsSe",
  "method": "ωB97M-V/def2-TZVPD",
  "charge": 2,
  "total_energy_ha": -4829.32163,
  "homo_lumo_gap_ha": 0.2422,
  "species": ["Os", "C", "C", "C", "C", "C", "C", "C", "C", "C", "C", "H", "H", "H", "H", "H", "H", "H", "H", "H", "H", "H", "H", "H", "H", "F", "C", "C", "C", "F", "C", "F", "C", "F", "C", "F", "Se", "N", "C", "C", "C", "C", "C", "C", "N", "H", "H", "H", "H", "Cl", "C", "C", "C", "C", "C", "C", "C", "O", "O", "H", "H", "H", "H"],
  "coordinates": [[-0.1208, -0.1681, -0.1411], [0.6105, -3.0295, 3.5977], [0.1031, -2.8819, 2.1498], [-1.1393, -3.7306, 1.9141], [-0.0968, -1.4142, 1.9028], [1.0351, -0.5709, 1.7497], [0.9020, 0.8360, 1.6423], [-0.3811, 1.4400, 1.6803], [-0.5480, 2.9197, 1.7453], [-1.4956, 0.5798, 1.5657], [-1.3599, -0.8242, 1.6914], [0.8157, -4.0802, 3.7951], [-0.1441, -2.6940, 4.3108], [1.5296, -2.4703, 3.7750], [0.9002, -3.2056, 1.4733], [-1.9300, -3.4929, 2.6291], [-0.8876, -4.7799, 2.0582], [-1.5332, -3.6244, 0.9018], [2.0240, -1.0048, 1.7795], [1.7915, 1.4490, 1.6270], [-0.1768, 3.4043, 0.8414], [0.0415, 3.3087, 2.5770], [-1.5902, 3.1945, 1.8893], [-2.4847, 1.0053, 1.4475], [-2.2462, -1.4428, 1.6455], [0.0976, -0.4119, -3.3249], [1.3440, -0.3559, -2.8215], [1.5409, -0.2148, -1.4517], [2.8715, -0.1599, -1.0663], [3.2080, 0.0391, 0.2297], [3.9342, -0.2461, -1.9504], [5.1774, -0.1701, -1.5006], [3.6872, -0.3914, -3.3033], [4.6827, -0.4699, -4.1615], [2.3734, -0.4414, -3.7413], [2.1051, -0.5754, -5.0296], [-1.9926, 1.8511, -2.0628], [-0.3963, 1.5900, -1.2045], [0.4033, 2.6318, -1.4667], [1.7268, 2.8601, -1.0091], [2.3543, 4.0070, -1.3907], [1.7386, 4.9944, -2.2237], [0.4779, 4.8202, -2.6780], [-0.2245, 3.6315, -2.3035], [-1.4598, 3.3780, -2.6879], [2.2375, 2.1408, -0.3904], [3.3690, 4.1801, -1.0549], [2.2987, 5.8814, -2.4844], [-0.0249, 5.5394, -3.3095], [-3.5251, -6.4060, -4.5826], [-2.8419, -5.1308, -3.6716], [-3.5009, -3.9033, -3.6172], [-2.9494, -2.8754, -2.8858], [-1.7415, -3.0767, -2.2083], [-1.0859, -4.3124, -2.2711], [-1.6364, -5.3405, -3.0033], [-1.1586, -2.0044, -1.4581], [-0.0534, -2.1021, -0.7965], [-1.6630, -0.8223, -1.3462], [-4.4318, -3.7726, -4.1502], [-3.4471, -1.9161, -2.8372], [-0.1459, -4.4558, -1.7544], [-1.1477, -6.3019, -3.0710]],
  "atomic_forces_ev_per_a": [[0.171, 0.134, 0.097], [0.002, 0.006, 0.003], [-0.011, 0.005, 0.004], [0.000, -0.002, 0.004], [-0.073, -0.073, -0.001], [0.047, -0.030, -0.070], [-0.068, 0.007, 0.038], [0.028, -0.032, 0.007], [-0.024, 0.012, -0.063], [-0.038, 0.053, 0.000], [0.022, -0.037, 0.018], [0.000, 0.000, -0.001], [0.001, 0.000, -0.003], [-0.003, -0.003, 0.000], [-0.002, -0.002, -0.003], [0.005, 0.004, -0.001], [-0.001, 0.000, -0.004], [-0.002, -0.004, 0.002], [-0.010, 0.002, 0.000], [-0.017, -0.003, 0.007], [0.030, 0.001, 0.026], [-0.008, -0.009, 0.020], [0.002, 0.004, -0.001], [0.006, 0.003, 0.007], [0.009, -0.007, -0.004], [-0.063, -0.010, 0.046], [0.031, 0.018, 0.023], [0.047, 0.024, -0.010], [-0.014, -0.044, 0.001], [0.028, 0.017, -0.023], [0.007, 0.008, 0.032], [-0.001, -0.004, -0.004], [-0.006, 0.010, -0.025], [0.004, -0.005, -0.004], [0.030, -0.016, 0.015], [-0.002, 0.000, -0.009], [0.023, -0.064, -0.009], [-0.101, -0.021, -0.092], [-0.015, 0.026, -0.027], [0.035, -0.001, 0.018], [0.016, -0.006, 0.003], [-0.010, 0.002, -0.010], [0.003, 0.005, 0.001], [0.009, -0.028, -0.032], [-0.008, 0.074, 0.044], [-0.025, 0.036, -0.019], [-0.004, 0.007, 0.006], [0.002, -0.005, -0.004], [0.001, -0.002, 0.002], [-0.002, -0.003, 0.000], [0.004, 0.000, -0.006], [-0.011, 0.005, -0.001], [-0.009, 0.006, -0.002], [0.007, -0.019, 0.015], [0.009, -0.003, -0.002], [0.004, -0.008, 0.009], [-0.088, 0.106, -0.012], [-0.012, -0.052, -0.024], [0.041, -0.084, 0.022], [0.002, 0.002, 0.003], [0.003, -0.002, -0.004], [-0.001, 0.000, -0.003], [0.000, 0.003, 0.001]],
  "lowdin_charge": [1.62, -0.02, -0.36, -0.04, -0.21, -0.08, -0.08, -0.26, 0.03, -0.07, -0.04, 0.10, 0.10, 0.09, 0.15, 0.10, 0.10, 0.07, 0.15, 0.14, 0.09, 0.12, 0.11, 0.15, 0.15, 0.08, -0.21, -0.12, -0.22, 0.06, -0.14, 0.16, -0.12, 0.18, -0.13, 0.16, 1.30, -0.37, -0.32, -0.02, 0.00, -0.02, 0.02, -0.34, -0.18, 0.09, 0.13, 0.13, 0.14, 0.78, -0.64, -0.06, 0.02, -0.15, 0.02, -0.06, -0.49, -0.08, -0.18, 0.12, 0.13, 0.13, 0.12]
}


Entry 3:
{
  "formula": "C4H11NS",
  "method": "ωB97M-V/def2-TZVPD",
  "e_above_lowest_kcal_mol": 27.56,
  "total_energy_ha": -611.89821,
  "smiles": "C=NC.CSC",
  "homo_lumo_gap_ha": 0.3445,
  "species": ["C", "S", "C", "H", "H", "H", "H", "H", "H", "C", "C", "N", "H", "H", "H", "H", "H"],
  "coordinates": [[-2.0919, -0.1641, -2.0076], [-2.3882, 0.0224, -0.2451], [-1.2386, -1.2488, 0.3628], [-2.2030, -1.1878, -2.3579], [-2.8070, 0.4515, -2.5525], [-1.0899, 0.1864, -2.2302], [-1.0531, -1.0155, 1.4074], [-0.3039, -1.2249, -0.1964], [-1.7010, -2.2219, 0.2718], [2.3295, -0.0142, 1.3263], [1.1838, 1.8467, 0.5837], [1.2668, 0.9623, 1.4674], [2.6965, -0.3746, 2.2799], [1.9469, -0.8996, 0.8059], [3.1754, 0.3490, 0.7224], [0.3740, 2.5763, 0.6096], [1.9036, 1.9569, -0.2476]],
  "atomic_forces_ev_per_a": [[-0.027, 0.109, -0.146], [0.108, -0.177, 0.088], [-0.319, 0.427, -0.104], [-0.046, -0.118, 0.131], [0.011, 0.045, 0.097], [0.164, 0.016, -0.180], [0.125, -0.067, 0.038], [0.005, 0.089, 0.063], [-0.002, -0.282, 0.006], [0.251, -0.238, -0.579], [0.048, 0.542, -0.405], [-0.033, -0.434, 0.200], [-0.018, 0.206, 0.265], [-0.136, 0.095, 0.096], [-0.078, 0.054, 0.140], [0.033, -0.123, 0.105], [-0.087, -0.144, 0.185]],
  "lowdin_charge": [-0.45, 0.71, -0.43, 0.03, 0.03, 0.02, 0.02, 0.02, 0.02, -0.16, -0.09, -0.08, 0.07, 0.07, 0.07, 0.07, 0.08]
}


Entry 4:
{
  "formula": "C19H32AsF5N6OS2Sn",
  "method": "ωB97M-V/def2-TZVPD",
  "e_above_lowest_kcal_mol": 17.56,
  "charge": 2,
  "total_energy_ha": -4892.30832,
  "homo_lumo_gap_ha": 0.2963,
  "species": ["Sn", "N", "C", "S", "N", "N", "C", "C", "C", "C", "C", "C", "C", "O", "H", "H", "H", "H", "H", "H", "H", "N", "C", "C", "C", "N", "C", "C", "N", "C", "H", "H", "H", "H", "H", "H", "H", "H", "H", "H", "H", "H", "H", "H", "H", "H", "F", "C", "F", "C", "F", "F", "F", "C", "As", "C", "C", "S", "H", "H", "H", "H", "H", "H", "H", "H", "H"],
  "coordinates": [[-0.1256, 0.5580, -0.1866], [0.5611, -4.5267, -0.3091], [0.2986, -3.2195, -0.4442], [1.8611, -2.1977, -0.5511], [-0.8695, -2.7551, -0.5372], [-1.2344, -1.4519, -0.8040], [-2.3611, -1.4110, -1.4505], [-2.9862, -0.2739, -2.0491], [-4.3225, -0.4195, -2.4853], [-4.9642, 0.5793, -3.1677], [-4.2590, 1.7465, -3.4869], [-2.9458, 1.9040, -3.1054], [-2.2843, 0.9188, -2.3550], [-1.0413, 1.1370, -1.9702], [1.4981, -4.8836, -0.2958], [-0.2052, -5.1803, -0.3577], [-2.8517, -2.3708, -1.6029], [-4.8360, -1.3474, -2.2616], [-5.9940, 0.4611, -3.4728], [-4.7500, 2.5345, -4.0429], [-2.3855, 2.7925, -3.3685], [0.5961, 4.2687, 2.7211], [-0.4535, 3.2133, 2.5185], [-0.7475, 2.4146, 3.7774], [-1.6914, 1.2546, 3.4342], [-1.0112, 0.2597, 2.5776], [-2.9561, 1.7811, 2.7540], [-2.7218, 2.7523, 1.5921], [-2.2299, 2.0502, 0.3884], [-1.7238, 3.8470, 1.9725], [1.2010, 4.0504, 3.5112], [0.1751, 5.1846, 2.8730], [1.1785, 4.2836, 1.8038], [-0.0579, 2.5356, 1.7635], [-1.2377, 3.0482, 4.5216], [0.1727, 2.0201, 4.2207], [-1.9922, 0.7845, 4.3753], [-1.6449, -0.5269, 2.4533], [-0.2153, -0.1207, 3.0815], [-3.5565, 2.2947, 3.5069], [-3.5468, 0.9325, 2.3973], [-3.6808, 3.2300, 1.3716], [-2.1375, 2.7135, -0.3791], [-2.9508, 1.4001, 0.0765], [-2.1783, 4.4955, 2.7274], [-1.4971, 4.4505, 1.0879], [2.7119, -0.7947, 1.4610], [2.1963, -2.0308, 1.2331], [1.0690, -2.1328, 1.9709], [3.2303, -3.0475, 1.7756], [3.3145, -2.9393, 3.0969], [2.8633, -4.2884, 1.4646], [4.4173, -2.7918, 1.2367], [4.5163, 2.9432, 1.5788], [3.8361, 3.8064, -0.0182], [4.4189, 5.6503, 0.0888], [4.6200, 2.9786, -1.5653], [1.7186, 3.6713, -0.0563], [4.4722, 3.6579, 2.3993], [5.5521, 2.6419, 1.4249], [3.9160, 2.0677, 1.8151], [5.1193, 5.7573, 0.9155], [3.5595, 6.2968, 0.2433], [4.9152, 5.9328, -0.8379], [5.6995, 3.1206, -1.5427], [4.2039, 3.4409, -2.4583], [4.3808, 1.9174, -1.5687]],
  "atomic_forces_ev_per_a": [[-0.432, 0.062, -0.481], [-0.356, -0.264, 0.035], [1.141, 0.901, -0.076], [-0.573, -0.084, 0.028], [-0.780, -0.662, 0.193], [0.459, 0.348, -0.039], [0.140, -0.161, 0.008], [0.015, 0.362, -0.069], [0.094, -0.081, 0.077], [-0.089, 0.043, -0.026], [-0.004, -0.086, 0.053], [0.122, 0.073, 0.047], [-0.313, -0.118, -0.128], [0.471, -0.102, 0.448], [0.031, 0.099, 0.001], [-0.004, 0.018, 0.024], [-0.014, 0.002, 0.077], [-0.021, 0.004, -0.026], [0.010, -0.006, -0.020], [0.009, -0.010, -0.027], [-0.018, 0.005, -0.006], [0.007, -0.097, -0.306], [-0.384, -0.145, 0.095], [0.032, -0.096, -0.094], [-0.062, 0.078, 0.049], [-0.068, -0.021, -0.012], [0.126, -0.057, -0.156], [0.057, -0.036, 0.188], [0.036, -0.211, -0.006], [0.041, -0.123, -0.126], [0.054, 0.030, -0.013], [0.055, 0.030, 0.080], [-0.133, 0.007, 0.332], [0.250, 0.107, 0.042], [0.056, -0.001, 0.051], [0.003, 0.022, 0.005], [-0.005, 0.065, 0.018], [0.042, -0.027, -0.009], [0.056, -0.057, -0.034], [-0.051, -0.025, -0.012], [-0.099, 0.040, 0.058], [0.039, 0.021, -0.050], [-0.012, -0.035, -0.026], [-0.015, 0.040, -0.033], [0.032, 0.041, -0.009], [-0.027, 0.071, 0.042], [-0.054, -0.077, -0.119], [-0.042, 0.111, 0.096], [-0.003, -0.037, -0.076], [0.073, 0.072, 0.087], [0.004, 0.008, -0.069], [0.036, -0.055, 0.064], [-0.035, -0.049, -0.027], [0.125, 0.012, -0.193], [-0.105, 0.086, 0.312], [0.149, -0.091, -0.117], [0.000, 0.032, 0.021], [0.044, 0.043, -0.152], [-0.009, 0.002, -0.005], [0.013, 0.041, 0.027], [-0.035, -0.001, -0.101], [0.015, -0.014, -0.018], [-0.059, -0.079, -0.002], [-0.015, -0.011, -0.007], [0.001, -0.007, 0.014], [-0.016, 0.044, 0.035], [-0.004, 0.002, 0.061]],
  "lowdin_charge": [1.30, 0.12, -0.62, 1.02, 0.01, -0.12, -0.05, -0.17, -0.03, -0.07, -0.04, -0.01, -0.39, -0.33, 0.09, 0.13, 0.14, 0.12, 0.11, 0.12, 0.13, 0.16, -0.35, -0.09, -0.35, 0.00, -0.09, -0.33, 0.02, -0.09, 0.16, 0.16, -0.02, 0.03, 0.14, 0.13, 0.15, 0.09, 0.08, 0.14, 0.13, 0.15, 0.09, 0.09, 0.14, 0.13, 0.04, -0.72, 0.07, -0.62, 0.20, 0.16, 0.18, -0.24, 0.73, -0.23, -0.24, 0.14, 0.04, 0.05, 0.02, 0.04, 0.03, 0.05, 0.05, 0.05, 0.04]
}